No. 1
Entry from OMol25: a structure of composition C29H51N7O4PRuS (the ωB97M-V functional and the def2-TZVPD basis).

gap between HOMO and LUMO (spin up / spin down)	0.260 / 0.258	Ha
⟨S²⟩	0.757
electronic energy	-2654.2598	hartree
relative energy (zero: lowest compared OMol25 entry of this formula, charge and spin)	0.288	eV
lowest unoccupied orbital energy (spin up / spin down)	0.00752 / 0.01154	hartree

```
! RIJCOSX wB97M-V def2-TZVPD def2/J DEFGRID3
* xyz 0 2
Ru 0.489 -0.294 -0.419
N 4.921 -0.776 -0.680
C 3.559 -0.811 -0.500
S 2.619 0.224 -1.532
N 3.119 -1.673 0.339
N 1.786 -1.575 0.647
C 1.269 -2.599 1.210
C 0.023 -2.606 1.924
C -0.376 -3.785 2.574
C -1.491 -3.826 3.377
C -2.241 -2.655 3.539
C -1.878 -1.487 2.900
C -0.733 -1.421 2.074
O -0.383 -0.287 1.520
H 5.469 -1.183 0.059
H 5.289 0.041 -1.127
H 1.861 -3.510 1.215
H 0.237 -4.675 2.449
H -1.778 -4.739 3.884
H -3.114 -2.665 4.180
H -2.446 -0.572 3.030
C -2.910 -0.736 -0.673
O -2.026 0.371 -0.557
C -2.110 1.312 -1.599
C -1.524 2.569 -1.046
O -0.185 2.281 -0.663
C 0.234 3.054 0.456
C 1.670 2.746 0.723
O 1.792 1.436 1.229
C 1.615 1.337 2.637
H -3.942 -0.387 -0.770
H -2.649 -1.353 -1.528
H -2.806 -1.319 0.239
H -1.536 0.973 -2.462
H -3.145 1.488 -1.901
H -1.549 3.362 -1.796
H -2.105 2.881 -0.176
H 0.113 4.119 0.241
H -0.372 2.789 1.326
H 2.223 2.776 -0.213
H 2.089 3.487 1.411
H 2.328 1.989 3.150
H 0.596 1.589 2.942
H 1.803 0.301 2.904
N 0.000 -1.603 -1.771
P 0.052 -2.577 -2.945
N -1.002 -3.827 -2.647
C -1.421 -4.772 -3.690
C -2.717 -5.456 -3.267
C -2.454 -6.314 -2.022
C -1.596 -5.549 -0.981
C -1.534 -4.059 -1.295
N 1.453 -3.403 -3.363
C 1.700 -4.581 -2.504
C 3.079 -5.162 -2.735
C 4.109 -4.096 -2.397
C 4.015 -2.967 -3.427
C 2.603 -2.711 -3.995
N -0.543 -2.002 -4.432
C -1.864 -1.357 -4.277
C -2.625 -1.369 -5.596
C -1.820 -0.609 -6.650
C -0.436 -1.245 -6.766
C 0.268 -1.273 -5.412
H -0.660 -5.553 -3.849
H -1.531 -4.240 -4.632
H -3.078 -6.078 -4.087
H -3.482 -4.700 -3.064
H -1.926 -7.218 -2.340
H -3.401 -6.637 -1.580
H -0.579 -5.952 -0.958
H -2.012 -5.670 0.022
H -0.904 -3.532 -0.584
H -2.543 -3.640 -1.195
H 0.946 -5.340 -2.706
H 1.622 -4.308 -1.439
H 3.185 -5.469 -3.781
H 3.192 -6.047 -2.109
H 5.121 -4.507 -2.389
H 3.899 -3.705 -1.395
H 4.660 -3.212 -4.273
H 4.394 -2.048 -2.993
H 2.625 -2.999 -5.047
H 2.421 -1.640 -3.947
H -1.743 -0.316 -3.952
H -2.423 -1.881 -3.508
H -3.612 -0.920 -5.454
H -2.767 -2.406 -5.921
H -1.711 0.435 -6.331
H -2.334 -0.615 -7.614
H 0.185 -0.696 -7.479
H -0.539 -2.274 -7.128
H 0.450 -0.237 -5.079
H 1.223 -1.764 -5.529
*
```

Atom charges from the Löwdin analysis, given in e for atoms 1 to 2: atom 1 (Ru): 1.132, atom 2 (N): 0.062

---

No. 2
Entry from OMol25: a structure of composition C31H38NOPReSi (the ωB97M-V functional and the def2-TZVPD basis).

gap between HOMO and LUMO (spin up / spin down)	0.253 / 0.155	Ha
⟨S²⟩	3.781
electronic energy	-2042.5616	hartree
lowest unoccupied orbital energy (spin up / spin down)	-0.23723 / -0.33551	hartree

```
! RIJCOSX wB97M-V def2-TZVPD def2/J DEFGRID3
* xyz 2 4
C 3.430 -0.336 -4.187
C 2.201 0.316 -4.034
C 1.377 0.084 -2.925
C 1.864 -0.798 -1.918
C 2.976 -1.638 -2.206
C 3.817 -1.321 -3.277
C 0.076 0.812 -2.796
C -1.045 0.430 -3.809
N -1.268 -0.971 -4.078
Re 1.497 -0.458 0.059
C 3.273 -2.770 -1.272
P 2.006 -2.577 0.100
H 1.873 1.054 -4.776
H 4.761 -1.867 -3.382
H 4.084 -0.087 -5.027
H 4.280 -2.709 -0.828
H 3.157 -3.770 -1.722
H -0.347 0.755 -1.782
H 0.273 1.875 -3.003
H -2.001 0.835 -3.429
C 2.556 -3.572 1.481
C 0.581 -3.502 -0.588
H -0.804 0.911 -4.778
C -0.735 -1.496 -5.303
C -2.437 -1.642 -3.557
H 2.996 0.440 0.292
H -1.296 -1.143 -6.191
H 0.307 -1.154 -5.417
H -0.771 -2.592 -5.274
H -3.340 -1.491 -4.183
H -2.242 -2.724 -3.513
H -2.669 -1.277 -2.543
H 0.808 -4.574 -0.563
H -0.292 -3.293 0.048
H 0.356 -3.175 -1.613
H 3.652 -3.646 1.473
H 2.228 -3.079 2.408
H 2.092 -4.567 1.412
H 3.103 -0.258 0.751
O 0.316 0.782 0.759
Si -0.701 1.282 1.938
C -0.622 3.129 1.829
C -0.257 3.729 0.622
C -0.194 5.124 0.529
C -0.474 5.915 1.652
C -0.812 5.307 2.867
C -0.876 3.911 2.961
C -2.446 0.704 1.670
C -3.500 1.623 1.754
C -4.827 1.186 1.658
C -5.108 -0.172 1.461
C -4.052 -1.081 1.317
C -2.724 -0.641 1.403
C 0.048 0.594 3.485
C 1.241 1.157 3.952
C 1.942 0.541 4.992
C 1.472 -0.652 5.549
C 0.281 -1.214 5.076
C -0.435 -0.590 4.050
H -0.010 3.105 -0.243
H 0.073 5.585 -0.421
H -0.425 7.002 1.579
H -1.028 5.911 3.749
H -1.115 3.423 3.907
H -3.277 2.683 1.900
H -5.640 1.906 1.747
H -6.144 -0.519 1.424
H -4.258 -2.139 1.153
H -1.901 -1.352 1.269
H 1.631 2.072 3.497
H 2.869 0.990 5.350
H 2.034 -1.148 6.342
H -0.093 -2.146 5.499
H -1.360 -1.033 3.676
*
```

Atom charges from the Löwdin analysis, given in e for atoms 1 to 2: atom 1 (C): -0.029, atom 2 (C): -0.042

---

No. 3
Entry from OMol25: a structure of composition C20H43N2OP3PbS (the ωB97M-V functional and the def2-TZVPD basis).

gap between HOMO and LUMO (spin up / spin down)	0.280 / 0.182	Ha
electronic energy	-2586.0161	hartree
relative energy (zero: lowest compared OMol25 entry of this formula, charge and spin)	5.310	eV
lowest unoccupied orbital energy (spin up / spin down)	-0.43658 / -0.49275	hartree

```
! RIJCOSX wB97M-V def2-TZVPD def2/J DEFGRID3
* xyz 4 1
Pb 0.220 0.001 0.992
P 1.873 0.992 2.225
P -0.721 1.725 -0.215
P 1.602 -0.514 -0.794
H -1.577 -2.218 0.992
C -0.555 -2.012 0.666
C 0.507 -2.036 1.661
H 0.250 -2.244 2.696
C 1.636 1.398 4.020
C 2.686 2.593 1.743
C 3.392 -0.052 2.436
C -2.093 1.362 -1.421
C -1.528 3.158 0.654
C 0.312 2.783 -1.344
C 2.516 -2.123 -0.769
C 3.026 0.557 -1.305
C 0.777 -0.727 -2.437
H -0.370 -2.470 -0.307
H 1.457 -2.496 1.401
H 1.225 0.528 4.541
H 0.936 2.230 4.124
H 2.587 1.677 4.488
H 1.936 3.390 1.765
H 3.074 2.522 0.724
H 3.508 2.859 2.420
H 3.097 -0.995 2.904
H 4.150 0.444 3.056
H 3.829 -0.285 1.462
H -2.453 2.268 -1.924
H -2.924 0.888 -0.893
H -1.735 0.652 -2.170
H -1.890 3.898 -0.069
H -0.796 3.635 1.314
H -2.372 2.827 1.263
H -0.297 3.576 -1.794
H 0.749 2.189 -2.149
H 1.124 3.240 -0.772
H 3.076 -2.239 -1.703
H 1.816 -2.957 -0.668
H 3.212 -2.150 0.073
H 3.477 0.180 -2.230
H 3.785 0.552 -0.519
H 2.702 1.586 -1.460
H 1.479 -1.107 -3.188
H 0.368 0.223 -2.786
H -0.051 -1.432 -2.321
C -2.397 -0.876 -6.141
C -3.515 -1.410 -6.789
C -3.718 -2.790 -6.792
C -2.815 -3.640 -6.153
C -1.702 -3.095 -5.509
C -1.487 -1.719 -5.498
O -2.142 0.475 -6.104
H -2.847 0.937 -6.585
H -4.221 -0.749 -7.289
H -4.589 -3.198 -7.298
H -2.976 -4.713 -6.157
H -0.992 -3.746 -5.008
H -0.625 -1.285 -5.001
S -1.682 0.375 2.640
C -1.216 0.159 4.181
N -1.068 -1.081 4.810
C -0.851 -0.875 6.222
C -1.004 0.653 6.437
N -1.216 1.196 5.119
H -1.117 -2.002 4.356
H 0.169 -1.225 6.491
H -1.614 -1.423 6.814
H -0.099 1.095 6.905
H -1.901 0.870 7.058
H -1.393 2.189 4.910
*
```

Atom charges from the Löwdin analysis, given in e for atoms 1 to 2: atom 1 (Pb): 0.520, atom 2 (P): 0.736

---

No. 4
Entry from OMol25: a cluster of 2 separate species, CH2O2S in total (the ωB97M-V functional and the def2-TZVPD basis).

gap between HOMO and LUMO (spin up / spin down)	0.287 / 0.285	Ha
SMILES string	C=O.O=S
electronic energy	-587.8610	hartree
relative energy (zero: lowest compared OMol25 entry of this formula, charge and spin)	3.422	eV
lowest unoccupied orbital energy (spin up / spin down)	-0.04872 / -0.04970	hartree

```
! RIJCOSX wB97M-V def2-TZVPD def2/J DEFGRID3
* xyz 0 1
C -0.840 -1.000 -0.332
O -0.989 0.162 -0.047
H -1.456 -1.814 -0.017
H -0.220 -1.438 -1.139
O 2.344 1.709 0.444
S 1.161 2.380 1.091
*
```

Atom charges from the Löwdin analysis, given in e for atoms 1 to 2: atom 1 (C): -0.133, atom 2 (O): -0.032

---

What is the electronic energy in the third record? -2586.0161 hartree

---

What did the second record say?
Entry from OMol25: a structure of composition C31H38NOPReSi (the ωB97M-V functional and the def2-TZVPD basis).

gap between HOMO and LUMO (spin up / spin down)	0.253 / 0.155	Ha
⟨S²⟩	3.781
electronic energy	-2042.5616	hartree
lowest unoccupied orbital energy (spin up / spin down)	-0.23723 / -0.33551	hartree

```
! RIJCOSX wB97M-V def2-TZVPD def2/J DEFGRID3
* xyz 2 4
C 3.430 -0.336 -4.187
C 2.201 0.316 -4.034
C 1.377 0.084 -2.925
C 1.864 -0.798 -1.918
C 2.976 -1.638 -2.206
C 3.817 -1.321 -3.277
C 0.076 0.812 -2.796
C -1.045 0.430 -3.809
N -1.268 -0.971 -4.078
Re 1.497 -0.458 0.059
C 3.273 -2.770 -1.272
P 2.006 -2.577 0.100
H 1.873 1.054 -4.776
H 4.761 -1.867 -3.382
H 4.084 -0.087 -5.027
H 4.280 -2.709 -0.828
H 3.157 -3.770 -1.722
H -0.347 0.755 -1.782
H 0.273 1.875 -3.003
H -2.001 0.835 -3.429
C 2.556 -3.572 1.481
C 0.581 -3.502 -0.588
H -0.804 0.911 -4.778
C -0.735 -1.496 -5.303
C -2.437 -1.642 -3.557
H 2.996 0.440 0.292
H -1.296 -1.143 -6.191
H 0.307 -1.154 -5.417
H -0.771 -2.592 -5.274
H -3.340 -1.491 -4.183
H -2.242 -2.724 -3.513
H -2.669 -1.277 -2.543
H 0.808 -4.574 -0.563
H -0.292 -3.293 0.048
H 0.356 -3.175 -1.613
H 3.652 -3.646 1.473
H 2.228 -3.079 2.408
H 2.092 -4.567 1.412
H 3.103 -0.258 0.751
O 0.316 0.782 0.759
Si -0.701 1.282 1.938
C -0.622 3.129 1.829
C -0.257 3.729 0.622
C -0.194 5.124 0.529
C -0.474 5.915 1.652
C -0.812 5.307 2.867
C -0.876 3.911 2.961
C -2.446 0.704 1.670
C -3.500 1.623 1.754
C -4.827 1.186 1.658
C -5.108 -0.172 1.461
C -4.052 -1.081 1.317
C -2.724 -0.641 1.403
C 0.048 0.594 3.485
C 1.241 1.157 3.952
C 1.942 0.541 4.992
C 1.472 -0.652 5.549
C 0.281 -1.214 5.076
C -0.435 -0.590 4.050
H -0.010 3.105 -0.243
H 0.073 5.585 -0.421
H -0.425 7.002 1.579
H -1.028 5.911 3.749
H -1.115 3.423 3.907
H -3.277 2.683 1.900
H -5.640 1.906 1.747
H -6.144 -0.519 1.424
H -4.258 -2.139 1.153
H -1.901 -1.352 1.269
H 1.631 2.072 3.497
H 2.869 0.990 5.350
H 2.034 -1.148 6.342
H -0.093 -2.146 5.499
H -1.360 -1.033 3.676
*
```

Atom charges from the Löwdin analysis, given in e for atoms 1 to 2: atom 1 (C): -0.029, atom 2 (C): -0.042